Here is H37O19 as an isolated structure at a distorted geometry from OMol25. Energies are from ωB97M-V with the def2-TZVPD basis set.

Geometry (Å):
1 O -2.9017 2.4243 3.4349
2 H -0.6579 1.4711 0.7627
3 H -3.2825 1.6477 3.0351
4 O 3.7689 0.4461 -0.1659
5 H -0.0306 0.9361 -3.0428
6 H 4.0011 0.6258 -1.0848
7 O 1.0861 -2.4683 -4.3385
8 H -0.0821 2.0874 -0.9844
9 H 1.9124 -1.4791 2.4594
10 O -1.0060 -2.4780 0.9392
11 H -1.4280 -2.9495 1.6630
12 H -0.5613 -1.7134 1.3241
13 O 3.6702 -3.1667 1.2791
14 H -2.0551 2.4302 3.8764
15 H 4.1128 -2.3160 1.1423
16 O -2.3834 2.3921 -2.7919
17 H -1.6643 2.6388 -2.1790
18 H -3.0424 1.8515 -2.3537
19 O 1.8757 -2.2580 3.0519
20 H 1.2902 0.0140 0.7066
21 H 2.7117 -2.7269 2.9303
22 O 0.9653 1.1440 0.1667
23 H 1.2879 -1.9775 0.7997
24 O 2.3539 3.7763 -0.9873
25 H -0.7040 -2.4861 -1.4315
26 H 1.7440 3.0880 -0.7090
27 O -0.5027 2.9775 -0.8932
28 H 0.5809 0.4082 -1.6893
29 H 0.1318 3.4875 -1.4507
30 O -2.6253 -0.4841 2.6057
31 H -2.3557 0.3551 2.1977
32 H -2.9524 -1.0677 1.9181
33 O 0.6915 0.4360 -2.6454
34 H 0.2088 -2.0886 -4.4170
35 H 2.6954 -0.3657 -2.8657
36 O -0.7453 -2.8299 -2.3426
37 H 2.5680 -1.4546 -1.6636
38 H 1.4571 1.5919 0.8740
39 O 1.6352 -1.0990 0.6423
40 H 1.1183 -2.8602 -3.4651
41 H 2.9411 3.3090 -1.5913
42 O -3.3157 -3.2086 -0.6890
43 H -3.8294 -2.6869 -0.0654
44 H -3.7595 -3.1323 -1.5316
45 O 3.1236 -1.0258 -2.3172
46 H 3.0967 -3.1754 0.5047
47 H -1.6082 -3.2406 -2.2340
48 O -3.6625 2.8527 0.1038
49 H -2.8115 2.3889 0.2204
50 H -4.0147 2.9163 0.9977
51 O -1.4680 1.6381 1.3327
52 H -1.3558 2.5250 1.6819
53 H 2.8116 0.3998 -0.3479
54 O 0.5395 1.0398 3.3736
55 H 0.2286 1.1987 2.4794
56 H 0.1979 0.2413 3.7740

Properties
HOMO-LUMO gap ... 9.18 eV
Net charge ... -1
Energy ... -1451.78915 Eh
Relative energy (zero: lowest compared OMol25 entry of this formula, charge and spin) ... 71.2 kcal/mol
F_max ... 2.56 eV/A

Atomic partial charges in e from the natural (NBO) method, atoms 1 to 2: -0.996, 0.520